The following is a DFT calculation (ωB97M-V with the def2-TZVPD basis set) of a 2-piece molecular cluster, C9H11O3 overall in a non-equilibrium geometry.

Cartesian coordinates (Å):
C (3.024, 2.071, -1.336)
C (3.135, 0.530, -1.329)
O (2.541, -0.135, -0.442)
O (3.853, 0.064, -2.250)
H (2.941, 2.309, -2.397)
H (3.897, 2.611, -0.963)
H (2.172, 2.377, -0.733)
C (-1.022, -2.506, 2.364)
C (-0.725, 0.150, -0.206)
C (-1.935, 0.798, -0.015)
C (-0.462, -1.101, 0.380)
C (-1.426, -1.597, 1.242)
C (-2.961, 0.174, 0.701)
C (-2.717, -1.030, 1.339)
O (-2.073, 2.091, -0.429)
H (-0.042, 0.691, -0.850)
H (0.499, -1.509, 0.089)
H (-3.917, 0.689, 0.775)
H (-2.963, 2.377, -0.332)
H (-1.737, -3.235, 2.758)
H (-0.754, -1.951, 3.272)
H (-3.415, -1.610, 1.924)
H (-0.163, -3.126, 2.099)

## Properties
maximum force = 2.1 eV Å⁻¹
LUMO energy = 2.94 eV
energy above the lowest of the compared OMol25 structures with the same formula, charge and spin = 135.4 kJ/mol
charge = -1
multiplicity = 1